{"formula": "C43H117ClNO17", "method": "wB97M-V/def2-TZVPD", "homo_ha": -0.3947, "charge": 1, "orbital_gap_ev": 8.0436, "e_lumo_ha": -0.09912, "species": ["C", "C", "C", "C", "C", "C", "C", "C", "O", "C", "C", "C", "C", "C", "C", "C", "C", "C", "C", "C", "N", "C", "C", "C", "Cl", "C", "C", "C", "C", "C", "H", "H", "H", "H", "H", "H", "H", "H", "H", "H", "H", "H", "H", "H", "H", "H", "H", "H", "H", "H", "H", "H", "H", "H", "H", "H", "H", "H", "H", "H", "H", "H", "H", "H", "H", "H", "H", "H", "H", "H", "H", "H", "H", "H", "H", "H", "H", "H", "H", "H", "H", "H", "H", "C", "O", "H", "H", "H", "H", "C", "O", "H", "H", "H", "H", "C", "O", "H", "H", "H", "H", "C", "O", "H", "H", "H", "H", "C", "O", "H", "H", "H", "H", "C", "O", "H", "H", "H", "H", "C", "O", "H", "H", "H", "H", "C", "O", "H", "H", "H", "H", "C", "O", "H", "H", "H", "H", "C", "O", "H", "H", "H", "H", "C", "O", "H", "H", "H", "H", "C", "O", "H", "H", "H", "H", "C", "O", "H", "H", "H", "H", "C", "O", "H", "H", "H", "H", "C", "O", "H", "H", "H", "H", "C", "O", "H", "H", "H", "H"], "coordinates": [[2.750, 0.336, 0.445], [1.704, -0.059, -0.500], [0.727, 0.927, -1.449], [0.776, 0.067, -2.827], [2.274, -0.629, -3.123], [2.336, -0.844, -4.781], [3.147, 0.425, -5.459], [4.517, -0.023, -6.274], [4.213, -0.926, -7.411], [3.674, -0.187, -8.564], [1.669, 2.168, -1.946], [1.372, 3.661, -1.390], [0.976, 3.330, 0.157], [0.819, 4.801, 0.873], [-0.074, 5.905, 0.063], [2.347, 5.489, 0.964], [2.327, 6.685, 2.133], [-0.153, 2.203, 0.435], [-1.419, 2.807, 1.280], [-1.175, 2.854, 2.938], [-0.551, 1.236, -0.725], [-1.551, 2.122, -1.499], [-1.800, 1.940, -3.070], [-3.382, 2.407, -3.396], [-0.827, 3.109, -4.195], [-1.351, 0.098, -0.161], [-0.969, -0.549, 1.333], [-1.631, -1.273, -0.979], [-2.857, -1.219, -2.104], [-2.412, -1.894, -3.569], [3.890, -0.002, 0.341], [2.530, 1.020, 1.397], [1.440, -1.224, -0.540], [0.063, -0.820, -2.992], [0.583, 0.698, -3.827], [3.174, 0.059, -2.866], [2.357, -1.708, -2.671], [3.003, -1.816, -4.958], [1.250, -0.986, -5.200], [2.464, 0.980, -6.246], [3.478, 1.249, -4.679], [5.307, -0.550, -5.568], [5.089, 0.907, -6.755], [3.692, -0.849, -9.542], [4.234, 0.828, -8.797], [2.548, 0.079, -8.311], [1.689, 2.355, -3.128], [2.833, 1.982, -1.732], [2.381, 4.280, -1.526], [0.569, 4.218, -2.025], [2.056, 3.009, 0.581], [0.467, 4.800, 1.981], [0.640, 6.713, -0.445], [-0.747, 5.479, -0.795], [-0.776, 6.539, 0.791], [2.695, 5.910, -0.092], [3.165, 4.731, 1.314], [1.731, 6.288, 3.085], [1.929, 7.710, 1.728], [3.462, 6.751, 2.498], [0.438, 1.612, 1.298], [-2.431, 2.204, 1.206], [-1.764, 3.898, 0.935], [-1.114, 3.987, 3.264], [-0.255, 2.213, 3.278], [-2.117, 2.405, 3.514], [-2.654, 2.110, -1.037], [-1.299, 3.288, -1.401], [-1.743, 0.873, -3.533], [-3.560, 3.537, -3.097], [-4.166, 1.776, -2.801], [-3.557, 2.216, -4.548], [-2.489, 0.380, 0.099], [-0.041, -1.284, 1.281], [-0.907, 0.225, 2.201], [-1.872, -1.243, 1.704], [-2.103, -2.089, -0.232], [-0.679, -1.875, -1.335], [-3.786, -1.907, -1.790], [-3.342, -0.155, -2.218], [-1.728, -1.196, -4.209], [-1.731, -2.825, -3.262], [-3.329, -2.352, -4.140], [-2.791, -1.924, 4.637], [-3.273, -2.248, 3.345], [-2.214, -0.998, 4.578], [-3.635, -1.782, 5.316], [-2.148, -2.730, 4.999], [-3.781, -3.073, 3.429], [8.033, -2.289, -4.960], [8.953, -1.311, -4.514], [8.408, -3.279, -4.690], [7.065, -2.126, -4.480], [7.929, -2.225, -6.046], [8.594, -0.443, -4.767], [-3.067, -0.352, 8.264], [-3.034, 0.071, 6.913], [-3.460, -1.371, 8.308], [-2.055, -0.337, 8.677], [-3.717, 0.312, 8.839], [-2.681, 0.977, 6.906], [-3.880, -5.543, -2.995], [-3.506, -4.833, -4.161], [-4.632, -4.966, -2.453], [-4.300, -6.512, -3.277], [-3.004, -5.686, -2.358], [-2.838, -5.369, -4.621], [-6.419, 1.440, 10.613], [-5.212, 1.616, 9.895], [-6.214, 0.860, 11.516], [-6.823, 2.416, 10.894], [-7.139, 0.901, 9.992], [-5.425, 2.133, 9.100], [-4.476, -1.822, 12.048], [-5.025, -1.359, 10.828], [-4.959, -2.764, 12.320], [-3.403, -1.987, 11.926], [-4.656, -1.083, 12.833], [-4.578, -0.523, 10.612], [7.227, 0.371, 0.488], [6.109, -0.491, 0.383], [7.035, 1.275, -0.094], [7.383, 0.642, 1.535], [8.114, -0.131, 0.095], [6.309, -1.283, 0.910], [2.227, -3.644, -8.417], [1.814, -4.938, -8.815], [1.578, -3.296, -7.611], [3.259, -3.684, -8.060], [2.150, -2.959, -9.265], [2.408, -5.220, -9.531], [-4.309, -5.630, 12.068], [-3.767, -4.730, 11.118], [-4.827, -5.060, 12.842], [-5.018, -6.299, 11.575], [-3.502, -6.209, 12.524], [-3.314, -5.264, 10.444], [-5.826, -8.244, 9.196], [-4.905, -7.266, 9.642], [-5.450, -9.234, 9.466], [-6.794, -8.081, 9.676], [-5.930, -8.180, 8.110], [-5.265, -6.398, 9.389], [0.936, -1.091, 4.665], [1.478, -0.191, 3.715], [0.418, -0.520, 5.439], [0.227, -1.759, 4.171], [1.743, -1.670, 5.120], [1.931, -0.725, 3.041], [3.519, 8.315, 5.219], [4.789, 8.273, 4.596], [2.922, 9.105, 4.756], [3.014, 7.355, 5.085], [3.641, 8.529, 6.284], [5.296, 7.563, 5.027], [-2.077, 8.015, -3.153], [-2.077, 6.859, -2.335], [-2.899, 8.666, -2.847], [-1.130, 8.546, -3.034], [-2.216, 7.723, -4.197], [-1.338, 6.300, -2.630], [-0.568, -0.690, -8.957], [0.639, -0.514, -9.675], [-0.364, -1.270, -8.054], [-0.972, 0.286, -8.676], [-1.288, -1.229, -9.578], [0.426, 0.003, -10.470], [-5.696, -6.786, -5.899], [-6.311, -7.459, -4.816], [-4.724, -7.244, -6.096], [-6.324, -6.874, -6.789], [-5.555, -5.733, -5.643], [-7.171, -7.031, -4.665], [9.974, -1.916, -8.385], [10.356, -2.668, -7.247], [10.386, -2.390, -9.278], [8.884, -1.891, -8.457], [10.368, -0.900, -8.300], [9.977, -2.223, -6.470]]}